[1]
Density functional theory data (the ωB97M-V functional and the def2-TZVPD basis) for C35H30N8O13Se2Y as an isolated structure in a non-equilibrium geometry.

Geometry as XYZ:
```
89
Properties=species:S:1:pos:R:3:nbo_charge:R:1
Y -0.42 -0.30 0.11 1.984
Se 1.22 -2.67 -2.28 0.198
Se 0.62 -4.07 -0.54 0.264
O -3.07 -3.27 0.54 -0.595
O 0.39 1.00 7.64 -0.610
O -2.52 0.38 0.50 -0.773
O -1.03 3.62 -1.66 -0.678
O -1.06 -3.48 2.59 -0.621
O 5.42 -0.54 -2.21 -0.622
O -0.18 -1.64 1.68 -0.910
O -6.37 0.15 1.45 -0.402
O -4.45 0.11 2.42 -0.378
O -7.19 4.14 -1.11 -0.417
O -5.57 5.11 -2.14 -0.407
O -0.55 1.79 -0.49 -0.872
O -1.57 -1.95 -0.48 -0.917
N -1.84 0.74 7.46 -0.813
N -6.01 4.23 -1.41 0.534
N 1.91 0.70 -0.32 -0.490
N 5.81 1.56 -2.93 -0.436
N 2.47 -2.26 0.56 -0.468
N -0.53 -0.49 -2.54 -0.521
N -0.15 0.83 2.67 -0.455
N -5.19 0.46 1.52 0.529
C -2.59 -0.46 -3.75 -0.245
C 8.16 0.75 -3.11 -0.616
C -0.43 -1.79 -2.82 0.096
C 0.89 0.68 3.50 0.056
C -0.49 0.82 5.44 -0.115
C 1.87 -3.42 0.76 0.079
C 3.73 -2.60 2.56 -0.279
C 3.08 -3.81 2.77 -0.150
C 2.14 -4.24 1.86 -0.256
C -0.59 0.85 6.94 0.655
C 2.09 1.73 0.52 0.085
C -1.37 -2.50 -3.54 -0.247
C -1.58 0.17 -3.03 0.076
C 5.16 0.65 -2.16 0.652
C -1.57 0.96 4.58 -0.177
C 6.84 1.04 -3.83 -0.215
C 4.10 1.12 -1.21 -0.120
C -5.09 3.26 -0.89 -0.078
C -1.06 -2.60 1.75 0.697
C 3.27 2.45 0.59 -0.259
C -5.55 2.28 -0.02 -0.141
C -3.28 1.33 0.13 0.449
C 3.39 -1.86 1.45 0.054
C -2.05 -2.62 0.54 0.703
C 0.77 0.68 4.87 -0.211
C -2.49 -1.82 -3.99 -0.134
C -1.35 0.97 3.22 0.056
C 2.90 0.42 -1.17 0.087
C 5.46 2.97 -3.07 -0.210
C -1.36 2.64 -0.99 0.793
C -3.73 3.34 -1.18 -0.099
C -2.83 2.43 -0.69 -0.269
C 6.55 3.91 -2.58 -0.618
C 4.30 2.13 -0.28 -0.163
C -4.67 1.37 0.50 -0.033
H -1.23 -3.55 -3.72 0.231
H -2.19 1.08 2.54 0.244
H 6.99 1.77 -4.62 0.189
H 1.64 0.57 5.51 0.239
H -2.62 0.43 6.90 0.399
H -3.36 4.15 -1.80 0.267
H -2.59 1.08 4.93 0.210
H 6.82 3.68 -1.55 0.204
H 1.25 1.98 1.15 0.241
H 4.53 3.16 -2.54 0.224
H -6.59 2.25 0.27 0.263
H 3.88 -0.92 1.23 0.188
H 8.56 1.65 -2.64 0.198
H 1.60 -5.17 1.98 0.231
H 1.86 0.55 3.03 0.197
H 5.24 2.65 -0.22 0.213
H 3.37 3.24 1.32 0.224
H 2.74 -0.41 -1.85 0.232
H 7.45 3.82 -3.19 0.205
H -3.26 -2.34 -4.54 0.219
H 6.47 0.11 -4.26 0.224
H 5.27 3.17 -4.13 0.193
H 3.31 -4.42 3.64 0.215
H -1.92 0.69 8.46 0.402
H 6.21 4.94 -2.63 0.218
H 8.89 0.37 -3.82 0.208
H -1.62 1.23 -2.84 0.227
H 7.99 0.00 -2.34 0.230
H 4.49 -2.24 3.25 0.214
H -3.44 0.11 -4.09 0.228
```

LUMO = 1.9 eV
total charge = -1

[2]
Density functional theory data (the ωB97M-V functional and the def2-TZVPD basis) for C35H31AsF6NO2S2SbTa as an isolated structure in a non-equilibrium geometry.

Geometry as XYZ:
```
80
Properties=species:S:1:pos:R:3:nbo_charge:R:1
Ta -0.17 0.88 0.21 1.821
Sb 0.29 -1.97 0.07 1.280
As 0.16 5.64 0.03 1.494
S 2.28 1.01 0.39 0.029
S -0.47 3.54 -0.09 -0.631
F 4.62 1.96 1.96 -0.303
F 4.56 -0.17 2.34 -0.307
F -4.76 -5.33 1.47 -0.278
F 4.32 -4.23 4.26 -0.280
F 1.24 -4.27 -5.66 -0.280
F 4.95 1.21 3.95 -0.286
O -1.89 0.75 -0.30 -0.701
O -0.03 0.75 -2.00 -0.666
N 0.51 0.96 2.28 -0.623
C 3.12 -2.78 1.20 -0.225
C 2.18 -3.39 -3.70 -0.258
C -4.62 1.26 -3.33 -0.193
C 1.07 -3.78 -4.45 0.436
C -0.22 -3.65 -3.95 -0.226
C -2.31 1.00 -2.63 -0.261
C 1.86 1.02 2.05 0.107
C 0.06 0.99 3.55 0.087
C 2.13 -3.70 3.64 -0.269
C -3.28 1.20 -3.63 -0.094
C -0.94 6.52 1.38 -0.934
C -4.14 0.94 -1.00 -0.256
C 3.99 -3.30 2.13 -0.217
C -0.40 -3.13 -2.68 -0.248
C 2.04 6.01 0.42 -0.935
C -0.24 6.49 -1.68 -0.936
C -1.47 -3.08 0.58 -0.403
C 1.75 -2.72 1.48 -0.360
C 1.99 -2.86 -2.44 -0.210
C -3.69 -4.60 1.18 0.451
C 2.28 1.15 4.42 -0.034
C 0.70 -2.73 -1.93 -0.334
C 4.25 1.04 2.85 0.981
C 1.26 -3.19 2.69 -0.218
C 2.76 1.09 3.12 -0.184
C -2.65 -2.46 0.96 -0.217
C 3.49 -3.75 3.35 0.436
C -2.51 -5.24 0.81 -0.272
C -1.40 -4.47 0.51 -0.137
C -3.77 -3.22 1.26 -0.274
C -0.39 0.92 -4.31 -0.725
C -5.06 1.11 -2.01 -0.092
C -2.77 0.89 -1.28 0.383
C 0.90 1.10 4.64 -0.230
C -0.89 0.89 -2.91 0.677
H 0.50 1.13 5.64 0.275
H -1.06 -3.98 -4.55 0.249
H -1.27 6.28 -1.99 0.270
H -0.65 6.23 2.39 0.267
H -4.70 -2.77 1.56 0.250
H 0.19 -3.18 2.89 0.231
H -0.12 7.57 -1.55 0.276
H 3.16 -3.52 -4.12 0.261
H -2.00 6.29 1.22 0.272
H 2.96 1.24 5.25 0.278
H 2.16 7.10 0.38 0.277
H -0.48 -4.95 0.21 0.226
H 2.86 -2.57 -1.86 0.225
H 2.70 5.56 -0.33 0.271
H -1.02 0.92 3.66 0.235
H -0.80 7.60 1.28 0.275
H -0.65 1.87 -4.79 0.274
H -6.11 1.14 -1.78 0.259
H 0.45 6.14 -2.46 0.268
H -5.34 1.41 -4.11 0.260
H 2.33 5.67 1.41 0.266
H -4.44 0.84 0.03 0.245
H -2.96 1.34 -4.65 0.244
H 0.69 0.81 -4.31 0.267
H 1.77 -4.08 4.58 0.257
H 5.05 -3.36 1.94 0.252
H -2.71 -1.38 1.02 0.192
H -0.84 0.12 -4.90 0.279
H -2.48 -6.32 0.76 0.263
H -1.41 -3.05 -2.27 0.231
H 3.51 -2.42 0.25 0.223
```

LUMO = -10.5 eV
total charge = +3

[3]
Density functional theory data (the ωB97M-V functional and the def2-TZVPD basis) for C35H31BBr2O4 as an isolated structure in a non-equilibrium geometry.

Geometry as XYZ:
```
73
Properties=species:S:1:pos:R:3:mulliken_charge:R:1
Br -6.92 -4.94 -0.32 -0.196
Br 4.10 -3.16 4.92 -0.197
O -1.65 0.50 0.23 -0.079
O 1.89 3.28 -1.48 -0.305
O 2.41 1.08 1.05 0.046
O -1.19 -0.67 -2.27 0.147
C -0.07 0.12 -2.06 0.845
C -2.66 -1.38 -4.01 -1.177
C -0.36 0.55 0.70 1.040
C 3.35 -2.43 2.26 -0.861
C -3.43 -3.02 0.88 -0.231
C 1.36 -1.17 1.68 0.785
C 2.52 -1.84 1.30 -0.226
C 3.10 0.88 -1.12 -1.368
C 4.20 0.91 -0.29 -1.039
C 2.38 5.50 -2.27 -1.392
C 1.76 -1.80 3.98 -1.075
C 1.87 1.13 -0.33 1.896
C -3.84 1.31 0.77 -1.965
C -1.65 1.80 2.04 -1.284
C -1.19 -2.67 -0.20 -0.340
C -2.53 -3.25 -0.18 0.502
C 1.25 4.85 -0.04 -1.091
C -0.82 -1.73 0.68 -0.978
C -1.61 -0.50 -3.56 0.286
C 1.44 2.60 -0.37 0.079
C -2.98 -4.01 -1.28 -0.180
C -2.42 1.27 1.02 0.204
C -4.73 -3.53 0.85 -0.760
C 0.36 -0.76 0.57 2.297
C 2.96 -2.42 3.61 -0.169
C -5.16 -4.27 -0.26 0.019
C -4.28 -4.51 -1.33 -0.702
C -0.86 0.48 -4.16 -1.066
C 3.74 1.14 1.00 0.695
C 4.47 1.48 2.20 -1.836
C -0.33 1.34 1.86 -2.076
C 1.07 3.56 0.55 -0.523
C 0.96 -1.18 3.00 -0.225
C 1.80 4.63 -1.27 0.494
C 0.12 0.88 -3.20 -0.787
B 0.71 0.01 -0.75 -0.001
H 5.25 0.79 -0.55 0.483
H -2.28 -4.21 -2.10 0.421
H -4.62 -5.08 -2.20 0.415
H -2.01 2.42 2.85 0.529
H -1.35 -1.61 1.62 0.351
H -3.12 -2.44 1.75 0.381
H 3.47 5.56 -2.16 0.250
H -2.36 -2.44 -3.99 0.170
H -4.38 0.96 1.66 0.344
H 5.37 0.86 2.27 0.435
H 3.11 0.72 -2.19 0.577
H 1.97 6.50 -2.12 0.378
H 0.53 1.49 2.51 1.231
H 1.44 -1.81 5.01 0.476
H -3.56 -1.27 -3.38 0.235
H -5.41 -3.34 1.68 0.429
H 2.16 5.17 -3.29 0.310
H -4.15 2.35 0.59 0.404
H 1.00 -1.18 -0.46 0.015
H 1.01 5.80 0.42 0.430
H -0.50 -3.04 -0.97 0.363
H -0.97 0.84 -5.17 0.436
H 0.00 -0.75 3.30 0.335
H 2.80 -1.93 0.25 0.290
H 4.82 2.53 2.13 0.315
H 0.89 1.62 -3.38 0.606
H 4.27 -2.92 1.96 0.486
H -2.92 -1.11 -5.04 0.392
H -4.13 0.70 -0.08 0.286
H 3.88 1.36 3.11 0.286
H 0.65 3.39 1.53 0.734
```

LUMO = -0.5 eV
total charge = 0

For reference, HOMO energy by record: -0.218; -0.590; -0.175 hartree.